Record 1
Formula: C32H82ClN6O14
Source: the Open Molecules 2025 dataset
Level of theory: wB97M-V/def2-TZVPD

The charge is -1. The calculation puts the energy relative to the best compared isomer or geometry (same formula, charge and spin) at 5.640 eV. The value obtained for the frontier orbital gap is 7.7 eV. For the maximum force, the calculation gives 3.4 eV/Å.

Positions of all 135 atoms, in Å:
Cl: -0.526 -0.735 0.589
O: 0.654 -0.015 1.007
O: -1.589 -0.397 1.503
O: -0.894 -0.223 -0.700
O: -0.440 -2.144 0.606
C: -5.593 1.954 -0.255
O: -4.253 2.526 -0.479
C: -3.694 3.097 0.697
C: -2.972 4.338 0.162
N: -2.095 4.110 -0.972
C: -1.007 3.198 -0.683
C: 0.014 3.109 -1.722
O: -0.575 3.015 -3.029
C: 0.405 2.745 -4.034
H: -6.240 1.752 -1.108
H: -6.096 2.708 0.351
H: -5.471 1.025 0.301
H: -3.038 2.368 1.171
H: -4.452 3.441 1.401
H: -2.402 4.913 0.891
H: -3.729 5.076 -0.102
H: -1.651 5.017 -0.991
H: -1.379 2.222 -0.371
H: -0.413 3.583 0.146
H: 0.755 2.364 -1.432
H: 0.515 4.077 -1.725
H: 1.037 3.616 -4.209
H: -0.149 2.613 -4.964
H: 1.122 1.955 -3.811
C: 2.776 -1.658 3.331
O: 3.514 -2.893 3.332
C: 2.940 -3.991 2.541
C: 3.020 -3.757 0.948
N: 4.278 -4.109 0.208
C: 5.465 -3.353 0.588
C: 6.565 -3.432 -0.511
O: 6.006 -2.907 -1.699
C: 6.893 -2.799 -2.845
H: 2.990 -1.075 2.436
H: 3.114 -0.971 4.107
H: 1.694 -1.759 3.413
H: 1.902 -4.125 2.844
H: 3.426 -4.931 2.802
H: 2.854 -2.691 0.796
H: 2.204 -4.242 0.412
H: 4.171 -4.296 -0.778
H: 5.817 -3.838 1.499
H: 5.221 -2.365 0.977
H: 6.717 -4.503 -0.646
H: 7.463 -2.835 -0.352
H: 7.032 -3.829 -3.174
H: 7.857 -2.434 -2.490
H: 6.457 -2.313 -3.718
C: -2.066 0.420 4.579
O: -3.063 1.290 5.103
C: -3.678 2.115 4.067
C: -4.791 3.042 4.643
N: -5.467 2.273 5.790
C: -6.181 3.218 6.705
C: -7.395 3.881 6.054
O: -7.205 5.270 5.927
C: -8.245 5.760 5.181
H: -1.538 -0.193 5.309
H: -1.240 0.817 3.989
H: -2.545 -0.196 3.817
H: -4.073 1.383 3.363
H: -2.899 2.740 3.629
H: -5.541 3.412 3.945
H: -4.250 3.894 5.056
H: -4.630 1.970 6.268
H: -5.468 3.999 6.968
H: -6.513 2.848 7.675
H: -8.258 3.779 6.712
H: -7.584 3.507 5.047
H: -9.188 5.902 5.710
H: -8.449 5.281 4.223
H: -7.966 6.764 4.861
C: 1.655 -3.202 -2.248
O: 3.019 -3.418 -2.731
C: 3.016 -4.290 -3.890
C: 4.450 -4.654 -4.405
N: 4.445 -5.685 -5.407
C: 4.174 -7.040 -4.990
C: 4.387 -8.028 -6.144
O: 5.617 -8.618 -6.112
C: 5.816 -9.441 -7.274
H: 1.288 -4.045 -1.661
H: 0.955 -2.917 -3.034
H: 1.648 -2.434 -1.475
H: 2.481 -3.664 -4.605
H: 2.530 -5.239 -3.664
H: 5.067 -4.841 -3.526
H: 4.928 -3.805 -4.894
H: 5.270 -5.756 -5.985
H: 3.165 -7.229 -4.623
H: 4.898 -7.091 -4.177
H: 4.090 -7.619 -7.109
H: 3.621 -8.797 -6.046
H: 4.980 -10.099 -7.510
H: 6.767 -9.973 -7.287
H: 5.820 -8.831 -8.178
C: -2.680 -0.768 -3.801
C: -2.274 0.659 -3.942
C: -2.654 1.362 -5.257
O: -2.785 2.762 -4.963
C: -3.150 3.442 -6.144
N: -2.847 1.329 -2.744
H: -3.739 -0.945 -3.995
H: -2.577 -1.133 -2.780
H: -1.953 -1.475 -4.200
H: -1.186 0.694 -4.007
H: -3.597 0.965 -5.633
H: -1.873 1.174 -5.994
H: -2.656 3.230 -7.092
H: -2.795 4.472 -6.108
H: -4.226 3.466 -6.316
H: -3.807 1.021 -2.681
H: -2.519 0.825 -1.933
C: 0.134 3.198 5.890
C: 1.684 3.384 5.880
C: 2.257 2.912 4.491
O: 1.835 3.632 3.303
C: 1.602 2.996 2.066
N: 1.941 4.726 6.300
H: -0.340 3.654 5.021
H: -0.435 3.458 6.783
H: 0.049 2.117 5.776
H: 2.100 2.667 6.586
H: 2.041 1.845 4.440
H: 3.346 2.897 4.533
H: 0.588 2.720 1.775
H: 2.242 2.151 1.811
H: 1.888 3.763 1.347
H: 2.888 4.757 5.952
H: 1.427 5.384 5.731

---

Record 2
Formula: C32H84BN2O22
Source: the Open Molecules 2025 dataset
Level of theory: wB97M-V/def2-TZVPD

The charge is -1. The calculation puts the energy relative to the best compared isomer or geometry (same formula, charge and spin) at 0.000 eV. The value obtained for the frontier orbital gap is 9.6 eV. For the maximum force, the calculation gives 1.8 eV/Å.

Positions of all 141 atoms, in Å:
O: 23.501 -9.757 -23.707
C: 23.377 -9.804 -24.882
O: 23.242 -10.866 -25.627
B: 22.865 -10.427 -26.999
O: 22.952 -8.968 -26.993
C: 23.269 -8.563 -25.779
O: 23.423 -7.436 -25.452
O: 21.478 -10.809 -27.316
C: 21.401 -11.364 -28.501
O: 20.417 -11.722 -29.061
C: 22.870 -11.539 -28.978
O: 23.670 -11.113 -28.021
O: 23.202 -11.948 -30.045
C: 21.679 -15.064 -28.409
O: 21.388 -16.003 -27.363
H: 20.836 -14.384 -28.549
H: 22.570 -14.511 -28.145
H: 21.852 -15.583 -29.358
H: 20.532 -16.378 -27.594
C: 19.407 -8.532 -27.598
O: 18.737 -7.305 -27.916
H: 18.906 -9.066 -26.782
H: 19.561 -9.190 -28.451
H: 20.383 -8.255 -27.196
H: 17.896 -7.508 -28.334
C: 23.822 -10.810 -32.995
O: 23.628 -12.197 -32.837
H: 24.228 -10.634 -33.992
H: 22.878 -10.253 -32.943
H: 24.531 -10.434 -32.253
H: 23.538 -12.387 -31.895
C: 20.136 -5.808 -24.708
O: 18.987 -5.655 -25.522
H: 19.937 -6.389 -23.795
H: 20.946 -6.357 -25.208
H: 20.516 -4.828 -24.419
H: 19.029 -6.307 -26.237
C: 24.585 -7.910 -29.944
O: 25.698 -7.760 -30.818
H: 24.127 -8.887 -30.078
H: 24.840 -7.818 -28.879
H: 23.866 -7.105 -30.136
H: 25.993 -6.848 -30.782
C: 18.994 -14.243 -30.753
O: 18.901 -15.681 -30.992
H: 20.046 -13.999 -30.602
H: 18.610 -13.742 -31.644
H: 18.433 -14.054 -29.844
H: 19.401 -15.902 -31.781
C: 22.620 -8.352 -20.260
O: 21.984 -7.676 -19.432
N: 23.286 -9.515 -19.891
N: 22.732 -8.012 -21.589
H: 23.484 -9.554 -18.908
H: 23.815 -10.133 -20.506
H: 23.041 -8.679 -22.281
H: 22.261 -7.187 -21.907
C: 18.273 -12.598 -26.357
C: 18.954 -13.383 -25.257
C: 20.411 -12.981 -25.074
O: 18.260 -13.119 -24.022
H: 17.288 -13.029 -26.553
H: 18.819 -12.522 -27.301
H: 18.188 -11.565 -26.010
H: 18.934 -14.469 -25.425
H: 20.503 -11.891 -25.088
H: 20.988 -13.379 -25.909
H: 20.794 -13.305 -24.109
H: 17.374 -13.487 -24.081
C: 27.051 -10.141 -28.187
C: 26.902 -9.351 -26.902
C: 27.261 -10.160 -25.663
O: 27.822 -8.255 -26.862
H: 26.735 -9.640 -29.099
H: 26.485 -11.066 -28.028
H: 28.089 -10.473 -28.270
H: 25.888 -8.960 -26.739
H: 26.724 -9.746 -24.801
H: 28.320 -10.144 -25.419
H: 26.913 -11.199 -25.685
H: 27.566 -7.586 -27.505
C: 18.964 -8.630 -21.148
C: 19.295 -9.996 -21.733
C: 19.691 -9.924 -23.186
O: 20.327 -10.654 -20.969
H: 18.983 -8.604 -20.060
H: 18.036 -8.227 -21.553
H: 19.768 -7.931 -21.427
H: 18.435 -10.653 -21.568
H: 18.908 -9.469 -23.809
H: 19.794 -10.919 -23.626
H: 20.633 -9.387 -23.318
H: 21.088 -10.059 -20.902
C: 26.328 -7.539 -22.454
C: 25.771 -6.326 -23.150
C: 26.463 -5.041 -22.701
O: 25.995 -6.432 -24.551
H: 26.232 -7.467 -21.366
H: 27.410 -7.557 -22.623
H: 25.873 -8.455 -22.821
H: 24.703 -6.173 -22.948
H: 26.136 -4.222 -23.336
H: 27.544 -5.158 -22.833
H: 26.270 -4.862 -21.643
H: 25.252 -6.876 -24.978
C: 23.546 -13.250 -22.609
C: 24.581 -12.802 -21.578
C: 25.898 -13.543 -21.770
O: 24.824 -11.369 -21.705
H: 23.496 -14.334 -22.671
H: 23.746 -12.751 -23.560
H: 22.558 -12.874 -22.314
H: 24.197 -12.944 -20.563
H: 26.416 -13.138 -22.643
H: 25.725 -14.609 -21.944
H: 26.573 -13.466 -20.917
H: 24.525 -11.152 -22.612
C: 27.463 -14.615 -27.314
C: 27.226 -14.856 -25.833
C: 25.842 -14.416 -25.351
O: 27.369 -16.267 -25.574
H: 27.304 -13.568 -27.594
H: 26.871 -15.247 -27.965
H: 28.514 -14.822 -27.545
H: 27.965 -14.331 -25.230
H: 25.660 -13.357 -25.589
H: 25.844 -14.374 -24.259
H: 24.988 -14.976 -25.733
H: 26.523 -16.688 -25.760
C: 22.008 -5.275 -27.818
C: 21.860 -3.823 -28.177
C: 21.037 -3.038 -27.173
O: 23.184 -3.279 -28.288
H: 22.529 -5.859 -28.576
H: 21.028 -5.743 -27.692
H: 22.554 -5.361 -26.877
H: 21.357 -3.734 -29.152
H: 20.906 -2.016 -27.548
H: 21.492 -3.020 -26.183
H: 20.017 -3.419 -27.059
H: 23.118 -2.408 -28.691

---

Record 3
Formula: C32H84F5NO11PS11
Source: the Open Molecules 2025 dataset
Level of theory: wB97M-V/def2-TZVPD

The charge is -1. The value obtained for the frontier orbital gap is 5.9 eV. For the maximum force, the calculation gives 2.7 eV/Å.

Positions of all 145 atoms, in Å:
C: 7.412 1.727 -2.154
C: 5.986 1.221 -1.921
C: 4.914 2.276 -2.201
C: 3.849 1.755 -3.158
C: 2.894 2.829 -3.627
C: 1.644 2.270 -4.320
C: 0.323 2.897 -3.872
P: -0.673 1.776 -2.686
C: -1.412 0.817 -4.207
S: -1.867 -0.877 -3.730
C: -0.606 -1.921 -4.505
C: 0.825 -1.684 -4.036
N: -0.088 2.572 -1.183
C: 0.880 1.816 -0.415
C: 0.357 0.507 0.145
S: -2.368 3.390 -2.822
O: -2.575 3.841 -4.183
O: -2.173 4.502 -1.914
C: -4.098 2.772 -2.322
F: -4.206 1.438 -2.221
F: -4.954 3.159 -3.296
C: -4.635 3.434 -1.028
F: -5.822 2.857 -0.667
F: -4.941 4.706 -1.290
F: -3.803 3.359 0.003
H: 8.030 0.954 -2.592
H: 7.859 2.028 -1.220
H: 7.431 2.577 -2.820
H: 5.871 0.879 -0.913
H: 5.830 0.383 -2.584
H: 4.416 2.560 -1.286
H: 5.373 3.140 -2.666
H: 3.329 0.926 -2.699
H: 4.373 1.338 -4.008
H: 3.442 3.402 -4.364
H: 2.647 3.518 -2.831
H: 1.633 1.195 -4.240
H: 1.744 2.492 -5.374
H: -0.259 3.076 -4.762
H: 0.545 3.878 -3.469
H: -1.538 0.985 -1.849
H: 0.350 0.767 -2.610
H: -0.702 0.761 -5.019
H: -2.324 1.256 -4.577
H: -0.656 -1.794 -5.574
H: -0.888 -2.923 -4.231
H: 1.392 -2.600 -4.090
H: 0.851 -1.350 -3.014
H: 1.297 -0.976 -4.689
H: 0.221 3.519 -1.318
H: 1.178 2.444 0.418
H: 1.800 1.594 -0.960
H: 0.494 -0.257 -0.608
H: -0.704 0.541 0.320
H: 0.898 0.170 1.016
C: 5.041 -1.020 -7.260
S: 5.033 -2.105 -5.826
O: 3.942 -1.640 -4.944
C: 6.577 -1.509 -5.128
H: 4.127 -1.203 -7.820
H: 5.069 0.018 -6.929
H: 5.907 -1.247 -7.884
H: 6.501 -0.437 -4.944
H: 7.398 -1.728 -5.811
H: 6.743 -2.033 -4.189
C: -8.900 0.841 3.181
S: -8.432 -0.190 1.785
O: -7.841 -1.431 2.355
C: -7.083 0.854 1.233
H: -9.718 0.348 3.700
H: -8.048 0.953 3.852
H: -9.230 1.813 2.815
H: -6.353 0.977 2.035
H: -7.482 1.820 0.931
H: -6.609 0.376 0.379
C: -8.621 2.056 -3.436
S: -9.280 3.222 -2.242
O: -10.763 3.106 -2.277
C: -8.842 4.698 -3.163
H: -8.824 1.054 -3.067
H: -9.112 2.205 -4.398
H: -7.544 2.202 -3.526
H: -9.319 4.671 -4.143
H: -7.757 4.750 -3.265
H: -9.198 5.559 -2.602
C: 4.104 -1.131 2.524
S: 4.351 0.642 2.505
O: 4.762 0.998 1.124
C: 5.845 0.633 3.510
H: 3.241 -1.366 1.909
H: 4.984 -1.631 2.119
H: 3.915 -1.456 3.548
H: 6.603 0.011 3.031
H: 5.608 0.252 4.503
H: 6.204 1.657 3.587
C: 2.381 -6.254 2.662
S: 2.640 -4.508 3.008
O: 3.206 -3.909 1.777
C: 4.008 -4.775 4.153
H: 1.586 -6.326 1.924
H: 3.297 -6.693 2.264
H: 2.079 -6.763 3.578
H: 4.810 -5.323 3.656
H: 3.648 -5.328 5.020
H: 4.372 -3.799 4.468
C: -2.074 -2.893 1.685
S: -1.239 -2.033 3.014
O: 0.161 -2.543 3.031
C: -2.114 -2.832 4.357
H: -1.635 -2.555 0.747
H: -1.926 -3.967 1.800
H: -3.133 -2.655 1.708
H: -1.975 -3.914 4.290
H: -3.173 -2.584 4.292
H: -1.715 -2.455 5.295
C: -1.590 -0.006 9.044
S: -2.339 -1.376 8.157
O: -2.326 -1.013 6.714
C: -4.004 -1.090 8.749
H: -0.537 0.027 8.774
H: -2.077 0.924 8.751
H: -1.693 -0.170 10.116
H: -4.318 -0.086 8.478
H: -4.037 -1.211 9.829
H: -4.658 -1.822 8.278
C: -7.093 2.717 11.519
S: -6.414 1.870 10.089
O: -5.470 0.842 10.603
C: -5.418 3.245 9.506
H: -7.719 2.009 12.057
H: -6.281 3.055 12.162
H: -7.696 3.561 11.186
H: -4.719 3.547 10.286
H: -6.070 4.074 9.232
H: -4.869 2.911 8.628
C: 7.732 -4.948 -7.148
S: 8.884 -5.329 -5.827
O: 9.115 -4.065 -5.085
C: 10.311 -5.576 -6.892
H: 6.770 -4.713 -6.696
H: 8.095 -4.086 -7.708
H: 7.625 -5.810 -7.806
H: 10.493 -4.672 -7.474
H: 10.130 -6.426 -7.549
H: 11.169 -5.782 -6.255